Molecular formula: C3H8Cl4Si2
Method: DFT, the ωB97M-V functional and the def2-TZVPD basis

The geometry in XYZ format:
```
17
Properties=species:S:1:pos:R:3
C -0.6788 0.6034 1.9909
C 1.7738 -1.2214 0.9740
C -0.0287 0.5361 0.6811
Si -0.7658 -0.4739 -0.7994
Si 3.1782 -0.4109 0.1061
Cl -1.5608 -2.0849 0.2391
Cl 3.2226 1.4185 -0.9289
Cl 4.8983 -0.4967 1.1347
Cl 3.5970 -1.5043 -1.5543
H -1.4481 -0.2495 2.0492
H -1.1480 1.6271 2.0587
H -0.0930 0.5566 2.9302
H 1.0598 -1.7675 0.4371
H 1.6393 -0.9030 1.9834
H 0.6910 1.3571 0.5557
H 0.2109 -1.2237 -1.5853
H -1.8370 0.4226 -1.1666
```

## Properties
- net charge = 0
- energy relative to the best compared isomer or geometry (same formula, charge and spin) (kcal per mole) = 50.60
- frontier orbital gap (alpha / beta) (eV) = 8.69 / 7.73
- 2S+1 = 1
- HOMO level (alpha / beta) (eV) = -9.27 / -8.78

Now the Löwdin charges, all in e: C -0.218; C -0.172; C -0.327; Si 0.306; Si -0.725; Cl 0.269; Cl 0.217; Cl 0.324; Cl 0.263; H 0.049; H 0.099; H 0.081; H -0.092; H -0.002; H 0.026; H -0.044; H -0.055

Molecular formula: C3H10N4
Method: DFT, the ωB97M-V functional and the def2-TZVPD basis

The geometry in XYZ format:
```
17
Properties=species:S:1:pos:R:3
C -2.6162 -0.3915 0.1586
N -1.2619 -0.7925 0.0476
C -0.1514 0.2789 0.0684
N -0.5450 1.4913 -0.1398
N 1.1136 -0.3251 0.0183
C 2.3582 0.1796 -0.0085
N 3.3847 -0.5541 0.0593
H -2.8021 0.2299 -0.7189
H -3.2198 -1.4161 -0.1427
H -3.0530 0.2447 0.9209
H -0.8255 -1.6356 0.5279
H -1.5253 1.6548 -0.2222
H 0.1337 2.2531 -0.0537
H 1.1573 -1.3434 0.1793
H 2.4242 1.2300 0.1151
H 4.3291 -0.1962 0.0558
H 3.4526 -1.5803 0.1347
```

## Properties
- net charge = +2
- energy relative to the best compared isomer or geometry (same formula, charge and spin) (kcal per mole) = 43.19
- frontier orbital gap (eV) = 9.22
- structure (SMILES) = CNC(=[NH2+])/[NH+]=C/N
- 2S+1 = 1
- HOMO level (eV) = -18.61

Now the Löwdin charges, all in e: C -0.100; N 0.010; C -0.174; N 0.291; N 0.162; C -0.060; N 0.279; H 0.087; H 0.192; H 0.105; H 0.169; H 0.131; H 0.175; H 0.190; H 0.173; H 0.177; H 0.193

Molecular formula: C7H14O
Method: DFT, the ωB97M-V functional and the def2-TZVPD basis

The geometry in XYZ format:
```
22
Properties=species:S:1:pos:R:3
C -1.6838 -2.2038 1.0059
C -0.4303 -1.8382 1.3169
C 0.0210 -0.4108 1.2362
C -0.7362 0.5624 0.7274
C -0.2656 1.9882 0.8846
C 0.1248 2.6855 -0.4306
C 1.3759 2.0792 -1.0886
H -2.4359 -1.4729 0.7535
H -2.1185 -3.1841 1.1593
H 0.2212 -2.6608 1.5659
H 0.9940 -0.1517 1.6261
H -1.6383 0.4699 0.1469
H -1.0556 2.6155 1.2958
H 0.5346 2.1804 1.6013
H -0.6325 2.6305 -1.2178
H 0.3107 3.7215 -0.1879
H 2.2529 2.2846 -0.4683
H 1.6236 2.5391 -2.0470
H 1.3144 0.9939 -1.2041
O 0.9055 -2.7752 -2.5104
H 1.1248 -2.2569 -3.2803
H 1.3697 -2.3648 -1.8053
```

## Properties
- net charge = 0
- energy relative to the best compared isomer or geometry (same formula, charge and spin) (kcal per mole) = 41.74
- frontier orbital gap (eV) = 9.40
- structure (SMILES) = C=C/C=C/CCC.O
- 2S+1 = 1
- HOMO level (eV) = -8.61

Now the Löwdin charges, all in e: C -0.002; C -0.162; C -0.110; C -0.110; C -0.225; C -0.260; C -0.117; H 0.045; H 0.052; H 0.083; H 0.100; H 0.109; H 0.103; H 0.110; H 0.103; H 0.095; H 0.068; H 0.065; H 0.060; O -0.039; H 0.027; H 0.004

Molecular formula: C53H59N4O2P
Method: DFT, the ωB97M-V functional and the def2-TZVPD basis

The geometry in XYZ format:
```
119
Properties=species:S:1:pos:R:3
C 6.4065 1.6119 4.2135
O 5.8114 0.3068 4.4739
C 4.4812 0.1444 4.2547
C 3.6272 1.2122 3.8699
C 2.3606 0.9201 3.4057
C 1.8194 -0.3820 3.5337
C 0.4785 -0.6789 3.1284
N 0.1623 -1.9819 2.7365
C 1.0099 -2.9447 2.0817
C 0.8378 -4.3102 2.3471
C -0.2835 -4.8470 3.2414
C 0.2627 -5.3771 4.5648
C -1.1310 -5.8659 2.4813
C 1.7293 -5.2414 1.8072
C 2.7508 -4.8323 0.9480
C 2.8554 -3.4806 0.6031
C 1.9628 -2.5391 1.1119
C 1.9723 -1.1490 0.4676
C 1.2794 -1.2137 -0.8948
C 3.3792 -0.5442 0.4482
N -1.1904 -2.1143 2.6321
N -1.6962 -0.8835 2.8338
C -3.1329 -0.7176 2.8196
C -3.9338 -1.4408 3.7256
C -3.2952 -2.3331 4.7756
C -4.1820 -3.5108 5.1828
C -2.8441 -1.5108 5.9754
C -5.3262 -1.2783 3.6983
C -5.9185 -0.4373 2.7523
C -5.1098 0.2266 1.8277
C -3.7220 0.0547 1.8149
C -2.9264 0.6243 0.6356
C -2.9858 2.1510 0.5834
C -3.3692 -0.0316 -0.6822
C -0.6912 0.0753 3.0884
C -0.9220 1.4369 3.2597
C 2.6548 -1.4134 4.0363
C 3.9686 -1.1801 4.3363
H 7.4819 1.4295 4.3182
H 6.1941 1.9379 3.1831
H 6.0636 2.3563 4.9511
H 3.9716 2.2485 3.9065
H 1.7520 1.6872 2.9267
H -0.9370 -3.9949 3.4533
H 0.8464 -4.5938 5.0651
H -0.5656 -5.6648 5.2206
H 0.9091 -6.2530 4.4086
H -1.5114 -5.3938 1.5687
H -0.5267 -6.7393 2.2109
H -1.9821 -6.1904 3.0869
H 1.6247 -6.3017 2.0755
H 3.4622 -5.5598 0.5399
H 3.6352 -3.1526 -0.0979
H 1.3680 -0.4868 1.0914
H 0.2625 -1.6054 -0.7429
H 1.1953 -0.2194 -1.3469
H 1.8127 -1.8874 -1.5782
H 3.8554 -0.6836 1.4295
H 4.0035 -1.0046 -0.3274
H 3.3177 0.5385 0.2683
H -2.4109 -2.7603 4.2892
H -4.5139 -4.0461 4.2847
H -3.6136 -4.2026 5.8177
H -5.0554 -3.1608 5.7454
H -2.1847 -0.6944 5.6529
H -3.7191 -1.0821 6.4796
H -2.3016 -2.1439 6.6879
H -5.9708 -1.8154 4.4006
H -7.0122 -0.3105 2.7217
H -5.5571 0.8603 1.0630
H -1.8857 0.3418 0.8085
H -2.5549 2.5621 1.5044
H -2.3910 2.5324 -0.2581
H -4.0183 2.5075 0.4707
H -3.3041 -1.1221 -0.5920
H -4.4003 0.2347 -0.9356
H -2.7128 0.2774 -1.5046
H -1.9474 1.7784 3.3300
H -0.0675 2.0460 3.5120
H 2.2629 -2.4262 4.1840
H 4.6460 -1.9839 4.6366
C -5.4481 6.2856 -0.5689
C -5.1425 5.5654 0.5992
C -4.2928 6.1254 1.5631
C -3.7522 7.4034 1.3703
P -2.5266 8.0929 2.5124
C -3.3655 8.2016 4.0960
C -2.8365 7.5867 5.2306
C -3.5410 7.6314 6.4407
C -4.7623 8.3173 6.5205
C -5.2772 8.9594 5.3843
C -4.5757 8.9085 4.1765
N -1.4918 6.7795 2.7193
C -1.1334 5.8375 1.9289
C 0.2171 5.2884 1.9867
C 0.8564 4.8335 0.8154
C 2.1545 4.3232 0.9044
C 2.7989 4.2464 2.1467
C 2.1680 4.7252 3.3078
C 0.8889 5.2950 3.2126
O -1.9070 9.3844 2.0965
C -4.0666 8.1281 0.2103
C -4.9192 7.5731 -0.7497
H -6.1090 5.8434 -1.3276
H -5.5678 4.5718 0.7629
H -4.0582 5.5356 2.4552
H -1.8941 7.0445 5.1663
H -3.1379 7.1341 7.3202
H -5.3100 8.3650 7.4701
H -6.2259 9.4979 5.4422
H -4.9855 9.3975 3.2916
H -1.7507 5.4545 1.0708
H 0.3271 4.9191 -0.1379
H 2.6605 3.9683 -0.0004
H 3.7754 3.7571 2.2126
H 2.6468 4.6469 4.2857
H 0.3821 5.7430 4.0685
H -3.6276 9.1164 0.0545
H -5.1744 8.1442 -1.6461
```

## Properties
- net charge = 0
- frontier orbital gap (eV) = 5.98
- 2S+1 = 1
- HOMO level (eV) = -6.10

Atomic partial charges in e from the Löwdin method, atoms 1 to 99: C -0.053; O -0.096; C -0.268; C -0.018; C -0.020; C -0.163; C -0.137; N 0.041; C -0.088; C -0.131; C -0.392; C -0.054; C -0.057; C -0.033; C -0.051; C -0.029; C -0.122; C -0.370; C -0.047; C -0.053; N 0.137; N -0.001; C -0.077; C -0.117; C -0.389; C -0.073; C -0.046; C -0.027; C -0.057; C -0.034; C -0.127; C -0.369; C -0.066; C -0.058; C -0.248; C 0.018; C -0.022; C 0.002; H 0.092; H 0.092; H 0.096; H 0.083; H 0.094; H 0.082; H 0.078; H 0.077; H 0.081; H 0.089; H 0.072; H 0.079; H 0.117; H 0.109; H 0.118; H 0.107; H 0.083; H 0.081; H 0.082; H 0.075; H 0.076; H 0.081; H 0.095; H 0.088; H 0.079; H 0.072; H 0.078; H 0.088; H 0.082; H 0.109; H 0.111; H 0.110; H 0.114; H 0.050; H 0.084; H 0.064; H 0.084; H 0.075; H 0.078; H 0.033; H 0.011; H 0.118; H 0.125; C -0.082; C -0.085; C -0.096; C -0.287; P 0.646; C -0.275; C -0.079; C -0.079; C -0.084; C -0.082; C -0.072; N -0.024; C -0.133; C -0.214; C -0.025; C -0.077; C -0.098; C -0.069

Molecular formula: C4H8NO2
Method: DFT, the ωB97M-V functional and the def2-TZVPD basis

The geometry in XYZ format:
```
15
Properties=species:S:1:pos:R:3
C -0.7688 0.6673 1.5330
C -1.3176 0.5479 -0.1782
C -0.1359 1.0165 -1.0392
N -1.9729 1.2850 0.6965
C 1.6277 -1.9766 -0.6701
O 2.3574 -2.2149 -1.6458
O 1.7453 -1.0493 0.1676
H 0.0561 -0.0480 1.3488
H -1.2716 0.1821 2.3736
H -0.1964 1.5125 1.9260
H -1.5690 -0.5114 -0.3524
H -0.2119 1.9907 -1.5181
H 0.7384 1.0157 -0.3947
H 0.1357 0.2613 -1.7774
H 0.7834 -2.6788 -0.4697
```

## Properties
- net charge = -1
- energy relative to the best compared isomer or geometry (same formula, charge and spin) (kcal per mole) = 101.49
- frontier orbital gap (eV) = 8.22
- 2S+1 = 1
- HOMO level (eV) = -4.12

Now the Löwdin charges, all in e: C -0.168; C -0.344; C -0.074; N -0.065; C -0.692; O -0.129; O -0.158; H 0.077; H 0.076; H 0.089; H 0.116; H 0.067; H 0.054; H 0.066; H 0.085

Molecular formula: C38H65AlBrCl4N2O8S2
Method: DFT, the ωB97M-V functional and the def2-TZVPD basis

The geometry in XYZ format:
```
121
Properties=species:S:1:pos:R:3
C 6.7464 3.2046 -1.8747
C 6.7128 1.6726 -2.0230
C 5.9828 1.1961 -3.2815
C 4.4537 1.3655 -3.2256
N 3.8528 0.1040 -2.7563
C 2.5754 0.1632 -2.0596
S 1.4887 1.2092 -3.1161
C 2.6941 0.8330 -0.6605
O 2.4690 -0.0908 0.4306
S 3.4798 -1.3074 0.3565
O 3.3178 -2.0567 1.5662
O 4.8183 -0.8732 0.0896
C 2.8517 -2.2600 -1.0346
C 3.9863 -3.0475 -1.7000
C 4.6670 -4.0288 -0.7234
O 5.9677 -3.5482 -0.3790
C 6.4657 -4.2319 0.7039
O 7.3467 -5.0245 0.6153
C 2.0081 -1.3154 -1.9704
Cl 2.0315 -1.9321 -3.6570
C 0.5453 -1.3533 -1.5364
C -0.0721 -2.7588 -1.6600
C -1.2827 -2.8565 -2.5818
C -2.3919 -3.8167 -2.0980
C -3.7588 -3.5508 -2.7865
C -4.8340 -3.2205 -1.7501
C -6.1745 -2.8856 -2.3996
C -7.2090 -2.3341 -1.4095
C -8.5195 -2.0155 -2.1260
C -9.7435 -1.6541 -1.2329
C -9.4521 -1.3854 0.2405
C -8.7402 -0.0573 0.6069
N -9.1497 1.0507 -0.2064
C -10.0944 1.9687 0.1709
C -10.2507 2.8887 -0.8284
C -9.3452 2.5133 -1.8650
C -8.6833 1.3924 -1.4558
H 6.7689 3.6781 -2.8556
H 7.6673 3.4747 -1.3567
H 5.9253 3.5871 -1.2681
H 6.3046 1.1876 -1.1296
H 7.7451 1.3246 -2.1004
H 6.2377 0.1625 -3.5276
H 6.3392 1.7959 -4.1229
H 4.1038 1.6008 -4.2288
H 4.2367 2.2090 -2.5614
H 4.5434 -0.3243 -2.1440
H 0.6087 1.5803 -2.1757
H 3.6925 1.2605 -0.5606
H 1.9802 1.6373 -0.5200
H 2.1957 -2.9889 -0.5583
H 3.5713 -3.6523 -2.5008
H 4.7619 -2.4071 -2.1134
H 4.0601 -4.1374 0.1858
H 4.7608 -5.0247 -1.1620
H 5.9840 -3.9549 1.6545
H 0.4500 -0.9756 -0.5143
H -0.0532 -0.6904 -2.1590
H -0.3212 -3.0482 -0.5476
H 0.6757 -3.4945 -1.9570
H -0.9204 -3.2849 -3.5213
H -1.7201 -1.8765 -2.7673
H -2.0857 -4.8503 -2.2574
H -2.5199 -3.6774 -1.0243
H -3.6484 -2.6861 -3.4451
H -4.0433 -4.4232 -3.3735
H -4.9357 -4.0803 -1.0791
H -4.4996 -2.3847 -1.1263
H -6.5660 -3.7777 -2.8939
H -6.0050 -2.1276 -3.1712
H -7.3565 -3.1031 -0.6421
H -6.7690 -1.4454 -0.9507
H -8.8006 -2.8927 -2.7094
H -8.3505 -1.2086 -2.8380
H -10.4601 -2.4761 -1.2809
H -10.2488 -0.7858 -1.6542
H -10.4518 -1.3554 0.7351
H -8.8963 -2.2413 0.6740
H -9.0227 0.2135 1.6333
H -7.6557 -0.1530 0.6046
H -10.6214 1.9410 1.1125
H -10.9093 3.7391 -0.8219
H -9.2224 3.0344 -2.7998
H -7.9251 0.8261 -1.9691
Al -9.8288 -2.2874 2.7257
C 4.9071 0.0479 6.5408
O 5.0716 0.1242 5.1335
C 3.9595 -0.3690 4.3932
C 3.0000 0.7270 3.9730
O 2.3991 1.3905 5.0743
C 3.0998 2.5645 5.4485
H 5.6036 0.7517 6.9951
H 3.8926 0.3083 6.8461
H 5.1401 -0.9606 6.8970
H 3.4338 -1.1425 4.9616
H 4.3593 -0.8342 3.4905
H 2.1880 0.2693 3.3996
H 3.5048 1.4373 3.3102
H 2.8143 3.3963 4.7939
H 4.1801 2.4374 5.3852
H 2.8295 2.8133 6.4739
C -0.0834 5.6089 3.6594
C -0.0750 6.7882 2.9268
C 0.3237 6.7781 1.5972
C 0.7095 5.5872 0.9975
C 0.6981 4.4081 1.7299
C 0.3040 4.4182 3.0610
H -0.3891 5.6181 4.6977
H -0.3768 7.7170 3.3934
H 0.3368 7.6991 1.0290
H 1.0214 5.5802 -0.0393
H 1.0012 3.4777 1.2645
H 0.3051 3.4974 3.6320
Br -0.8279 -3.8433 1.1098
C 6.9983 2.4378 3.6770
Cl 6.8282 3.8745 4.6904
Cl 6.0750 2.6259 2.1779
Cl 8.6943 2.1205 3.3213
H 6.5919 1.5874 4.2149
O 4.2976 -1.0377 -6.1224
H 3.6479 -1.2986 -5.4530
```

## Properties
- net charge = +1
- energy relative to the best compared isomer or geometry (same formula, charge and spin) (kcal per mole) = 0.00
- frontier orbital gap (eV) = 1.91
- 2S+1 = 1
- HOMO level (eV) = -9.36

Atomic partial charges in e from the Löwdin method, atoms 1 to 99: C -0.101; C -0.252; C -0.189; C -0.230; N -0.032; C -0.715; S 0.881; C -0.154; O -0.214; S 0.637; O -0.245; O -0.230; C -0.292; C -0.147; C -0.177; O -0.056; C -0.323; O 0.131; C -0.671; Cl 0.818; C -0.212; C -0.250; C -0.179; C -0.207; C -0.198; C -0.225; C -0.216; C -0.224; C -0.181; C -0.159; C -0.329; C -0.161; N -0.131; C -0.102; C -0.070; C -0.071; C -0.098; H 0.074; H 0.071; H 0.059; H 0.089; H 0.108; H 0.115; H 0.113; H 0.104; H 0.108; H 0.089; H -0.105; H 0.122; H 0.106; H 0.122; H 0.097; H 0.121; H 0.119; H 0.136; H 0.154; H 0.132; H 0.078; H -0.131; H 0.105; H 0.125; H 0.112; H 0.117; H 0.029; H 0.107; H 0.115; H 0.121; H 0.118; H 0.122; H 0.122; H 0.114; H 0.102; H 0.115; H 0.104; H 0.116; H 0.116; H 0.033; H 0.003; H 0.095; H 0.128; H 0.117; H 0.101; H 0.102; H 0.115; Al 1.110; C -0.097; O -0.218; C -0.183; C -0.204; O -0.188; C -0.106; H 0.093; H 0.085; H 0.091; H 0.134; H 0.107; H 0.121; H 0.101; H 0.083

Look up the net charge of the second one.
+2